DFT (wB97M-V/def2-TZVPD) results for a molecular structure, C43H41N3O7PReS.

As for the net charge: +1. The expectation value of S² is 3.781. The calculation puts the LUMO energy (alpha / beta) at -0.140 / -0.165 Ha. The calculation puts the energy relative to the best compared isomer or geometry (same formula, charge and spin) at 0.0 kcal/mol. Its molecular weight is 961.063 g mol⁻¹. Its spin multiplicity is 4. For the strongest force on any atom, the calculation gives 0.0130 Eh/bohr.

Each line ends with the Löwdin charge.
Geometry (Å):
C1 0.6334 2.3238 -0.8014  -0.246
C2 4.0005 -4.9291 1.1121  0.001
C3 1.9029 -3.8069 -3.2996  -0.050
C4 0.9861 -3.0525 -2.5869  -0.081
S1 0.6530 -0.2361 3.2819  0.559
C5 -4.0124 -4.2114 -1.2913  -0.035
C6 -3.2639 -3.6417 -0.2780  0.003
C7 2.9171 5.1559 4.7773  -0.043
H1 6.0723 -5.4099 1.1294  0.113
C8 -2.1775 -2.2270 -1.9048  -0.310
O1 -0.2832 -0.6873 4.2598  -0.253
H2 0.7788 3.8793 5.8729  0.119
H3 -5.3098 -0.5876 1.5543  0.084
C9 5.3375 -4.6276 0.9859  -0.054
C10 -3.8385 -3.7986 -2.6136  -0.043
C11 -0.6223 1.2095 -3.7816  -0.118
H4 -4.7243 1.3928 2.6707  0.121
C12 4.8159 -2.3491 0.4918  -0.017
C13 -1.4729 -2.0205 0.4427  -0.434
H5 2.8663 2.1101 -0.7486  0.145
H6 -1.9130 1.8655 3.7363  0.106
C14 1.2618 3.2832 5.1073  -0.031
H7 -0.9570 4.0604 3.1271  0.083
H8 -2.5487 1.5694 -0.4544  0.109
H9 -0.4414 2.8361 1.9692  0.058
H10 3.9295 3.3408 3.0357  0.118
H11 2.3924 -4.6448 -2.8203  0.116
C15 -2.4800 2.4567 -4.6583  -0.063
C16 1.3834 1.2673 3.8255  -0.280
C17 -2.3380 2.4440 2.9094  -0.259
Re1 -0.1222 -0.3879 0.0910  1.562
H12 -0.4184 2.9697 -4.9825  0.115
C18 0.7496 2.0324 4.7896  -0.055
H13 1.4667 4.1662 -1.4659  0.128
C19 3.4417 -2.6297 0.5981  -0.084
O2 1.7624 -4.3244 1.1373  0.092
H14 1.7351 -2.1966 -6.2725  0.111
C20 -2.9151 -2.8167 -2.9291  -0.065
C21 5.7578 -3.3285 0.6857  -0.074
C22 -3.8670 0.7443 2.4561  -0.253
H15 -0.1207 1.6374 5.2974  0.116
H16 -4.4196 -4.2592 -3.4019  0.115
C23 -1.1084 2.2786 -4.5155  -0.065
C24 1.9050 1.6326 -0.5969  -0.026
H17 -4.7291 -4.9888 -1.0616  0.116
O3 -2.8115 1.5344 1.9183  -0.201
O4 1.7130 -1.1124 2.8705  -0.269
P1 -0.8428 -1.0345 -2.1762  1.040
H18 0.1015 -0.8602 -5.0272  0.096
O5 -0.1248 0.2599 2.0111  -0.486
C25 0.5538 3.6220 -1.2652  0.010
H19 -3.5370 0.3050 3.4030  0.129
C26 0.6153 -1.6686 -4.5262  -0.080
H20 -0.7710 5.2018 -1.8554  0.126
C27 2.4827 -1.5780 0.3162  -0.373
O6 1.2057 -1.9058 0.2757  -0.242
H21 6.8110 -3.0971 0.6093  0.106
H22 2.2753 5.6761 5.4864  0.077
C28 -0.6923 4.1915 -1.4756  -0.018
C29 -1.6944 2.1685 -0.7254  -0.113
H23 -3.3632 -3.9644 0.7506  0.130
H24 2.9822 5.7593 3.8706  0.083
H25 3.0389 1.0987 2.4657  0.104
H26 -4.4295 1.7038 -4.1755  0.114
C30 2.3890 3.7815 4.4653  -0.262
H27 0.4483 1.0846 -3.6597  0.114
H28 -3.5735 -0.2121 -2.8880  0.106
C31 2.5326 1.7302 3.1873  -0.051
H29 -3.1891 3.0135 3.3026  0.126
C32 0.3505 -1.9645 -3.1911  -0.321
N1 -0.4919 1.6064 -0.5411  -0.057
H30 -4.0653 -0.0090 0.4461  0.067
C33 3.0367 -3.9358 0.9460  -0.240
H31 -3.6820 -1.2537 1.6475  0.056
H32 -2.7653 -2.5167 -3.9599  0.121
C34 3.0270 2.9787 3.5161  -0.031
N2 2.9073 -0.3538 0.0348  0.120
C35 1.5341 -2.4312 -5.2355  -0.063
H33 2.9169 -4.0669 -5.1733  0.113
C36 -4.2508 -0.3434 1.4714  -0.050
C37 -2.3486 -2.6429 -0.5941  -0.222
C38 2.1885 -3.4873 -4.6211  -0.059
H34 3.9199 5.1023 5.2043  0.088
H35 -1.7288 3.9888 1.5374  0.070
H36 -2.8207 3.8721 -1.3317  0.129
C39 -2.8783 0.4838 -3.3400  -0.080
O7 -1.3172 -2.4922 1.5413  0.062
H37 -2.8597 3.2954 -5.2273  0.113
H38 3.6653 -5.9283 1.3561  0.126
H39 1.1806 -3.5475 1.1374  0.081
H40 5.1132 -1.3411 0.2384  0.111
N3 1.8213 0.4091 -0.2109  -0.136
C40 -1.8317 3.4576 -1.1987  -0.029
C41 -1.3057 3.3878 2.3429  -0.058
H41 0.7665 -3.3185 -1.5611  0.098
C42 -1.5061 0.2951 -3.2024  -0.363
C43 -3.3618 1.5637 -4.0692  -0.058